C20H25FeN4S as an isolated structure, computed with the ωB97M-V functional and the def2-TZVPD basis.

Properties
HOMO-LUMO gap (spin up / spin down)   0.235 / 0.259 Ha
Expectation value of S²   0.96
Spin multiplicity   2
Total charge   0
ΔE to the lowest compared entry with this formula, charge and spin   0.143 eV

Each line ends with the Löwdin spin population.
Cartesian coordinates (Å):
1 Fe -0.09031 -0.27589 1.00891  0.34
2 C -1.95241 1.93052 6.00547  0.00
3 C -2.82940 1.82303 4.76502  0.00
4 N -2.18205 2.32187 3.56573  0.00
5 C -1.27737 1.63821 2.83910  0.00
6 S -1.05885 -0.07539 3.10258  0.03
7 N -0.59739 2.36815 1.96159  -0.01
8 N 0.18739 1.59502 1.18777  -0.01
9 C 1.12097 2.13518 0.46831  0.02
10 C 1.38636 3.60267 0.49252  0.00
11 C 1.87772 1.15158 -0.30590  0.00
12 C 3.04528 1.44563 -1.00634  0.00
13 C 3.75444 0.42620 -1.61390  -0.01
14 C 3.29199 -0.87735 -1.51240  0.01
15 C 2.10918 -1.10014 -0.83395  0.00
16 N 1.40070 -0.12681 -0.26150  0.01
17 H -2.46142 1.50353 6.87058  0.00
18 H -1.71614 2.97194 6.23035  0.00
19 H -1.01942 1.38752 5.85505  0.00
20 H -3.75056 2.39344 4.89609  0.00
21 H -3.11368 0.78776 4.58692  0.00
22 H -2.15594 3.31946 3.41656  0.00
23 H 1.51248 3.93532 1.52356  0.00
24 H 0.52229 4.14216 0.09956  0.00
25 H 2.26275 3.88084 -0.08526  0.00
26 H 3.40260 2.46246 -1.06147  0.00
27 H 4.66643 0.64652 -2.15270  0.00
28 H 3.82126 -1.70589 -1.95978  0.00
29 H 1.68219 -2.09231 -0.76068  0.00
30 C -3.57309 -0.21131 -1.34149  0.01
31 C -2.05786 -0.47554 -1.37953  0.05
32 C -1.40766 0.73962 -2.06418  0.01
33 C -1.55749 -0.62458 0.05052  0.43
34 C -1.73347 -1.75785 -2.14112  0.02
35 C -2.67929 -2.75513 -2.37427  0.01
36 C -2.34118 -3.92633 -3.03886  0.00
37 C -1.04865 -4.13097 -3.49330  0.01
38 C -0.09769 -3.14260 -3.28289  0.00
39 C -0.44003 -1.97772 -2.61623  0.01
40 H -3.75912 0.71979 -0.80371  0.00
41 H -4.10766 -0.99979 -0.81128  0.00
42 H -3.99423 -0.11729 -2.34577  0.00
43 H -1.74685 1.65572 -1.57742  0.00
44 H -1.67906 0.78326 -3.12138  0.00
45 H -0.32097 0.71429 -1.98840  0.00
46 H -2.37602 -1.00884 0.67424  0.04
47 H -3.69830 -2.63056 -2.03766  0.00
48 H -3.09872 -4.68275 -3.20184  0.00
49 H -0.78669 -5.04445 -4.01130  0.00
50 H 0.91411 -3.27721 -3.64716  0.00
51 H 0.30370 -1.20789 -2.47305  0.00

Cartesian forces, eV/Å:
-0.2 -0.4 0.6
0.0 0.0 0.0
-0.1 0.0 0.0
0.2 0.0 0.0
0.0 -0.2 0.1
-0.1 0.2 -0.2
0.1 0.1 0.0
0.2 0.4 -0.2
-0.3 0.0 0.1
0.0 0.0 0.0
0.2 -0.2 -0.2
-0.1 0.0 0.0
0.0 -0.1 0.0
0.1 0.1 0.0
-0.1 -0.1 0.0
0.1 0.6 0.0
0.0 0.0 0.0
0.0 0.0 0.0
0.0 0.0 0.0
0.0 0.0 0.0
0.0 0.0 0.0
0.0 0.0 0.0
0.0 0.0 0.0
0.0 0.0 0.0
0.0 0.0 0.0
0.0 0.0 0.0
0.0 0.0 0.0
0.0 0.0 0.0
0.0 0.0 0.0
0.0 0.0 0.0
-0.2 0.5 0.0
0.1 -0.1 0.0
0.0 -0.6 -0.3
0.0 -0.1 0.0
0.0 0.0 0.1
0.0 0.0 0.0
0.0 0.0 0.0
0.0 0.0 0.0
-0.1 0.1 -0.1
0.0 0.0 0.0
0.0 0.0 0.0
0.0 0.0 0.0
0.0 0.0 0.0
0.0 0.0 0.0
0.0 0.0 0.0
0.1 0.0 0.1
0.0 0.0 0.0
0.0 0.0 0.0
0.0 0.0 0.0
0.0 0.0 0.0
0.0 0.0 -0.1